No. 1
8
Properties=species:S:1:pos:R:3:forces:R:3 method="wB97M-V/def2-TZVPD" homo_lumo_gap_ev=9.7845 lumo_energy_ev=0.350 homo_energy_ev=-9.43
C -3.175 0.020 -0.028 0.63 -0.18 0.03
C -1.971 -0.073 -0.033 -0.15 0.54 0.33
C -0.585 -0.017 0.045 -1.43 -0.55 -0.39
C 0.611 -0.088 0.013 0.54 0.42 0.12
C 1.980 -0.010 0.004 -2.18 -0.36 -0.10
C 3.159 -0.006 -0.055 2.73 0.31 0.34
H -4.240 0.084 0.006 0.14 -0.05 -0.09
H 4.221 0.091 0.049 -0.29 -0.14 -0.25



No. 2
89
Properties=species:S:1:pos:R:3:forces:R:3 method="wB97M-V/def2-TZVPD" charge=-1 homo_lumo_gap_ev=6.3377 lumo_energy_ev=1.371 homo_energy_ev=-4.97
C -4.489 4.227 -4.095 0.32 -0.31 0.80
C -3.191 4.861 -3.529 -0.98 0.35 -1.08
I -2.151 3.795 -1.959 -0.58 0.18 -0.69
C -2.687 6.024 -3.961 0.44 -1.22 0.82
I -3.789 7.004 -5.557 0.61 -0.22 0.61
B -1.340 6.693 -3.311 -0.86 1.00 -0.59
O -1.362 8.115 -3.737 1.51 0.30 -0.14
C -0.058 8.509 -3.339 -1.03 -0.80 0.44
C 0.880 7.243 -3.697 -0.31 1.59 0.09
C 2.024 7.218 -2.629 -0.19 0.88 0.31
C 1.593 6.769 -1.218 0.18 0.24 -1.06
O 1.897 5.705 -0.843 0.33 -1.67 0.95
F 0.911 7.567 -0.347 0.28 0.44 -0.94
P 1.509 7.330 -5.504 -0.86 -0.67 -1.73
C 3.339 6.907 -5.543 0.44 0.85 1.71
O 1.427 8.935 -6.055 0.67 -0.40 1.38
O -0.016 6.176 -3.754 1.14 -0.06 -0.11
H -4.753 3.313 -3.522 0.11 0.54 -0.42
H -5.320 4.961 -4.016 0.50 -0.45 0.04
H -4.387 3.977 -5.170 0.11 0.08 0.59
H -1.279 6.593 -2.105 -0.65 0.08 0.44
H 0.254 9.500 -3.731 -0.16 -0.55 -0.03
H -0.170 8.558 -2.230 0.91 0.26 -0.45
H 2.435 8.256 -2.566 -0.38 -0.53 -0.07
H 2.883 6.576 -2.907 -0.75 0.10 0.33
H 3.484 5.823 -5.355 -0.26 0.56 -0.35
H 3.854 7.238 -6.463 -0.55 -0.27 0.32
H 3.825 7.423 -4.672 0.08 -0.31 -0.74
H 1.638 9.546 -5.327 -0.04 -0.01 -0.43
C -1.033 0.583 3.157 0.08 -0.01 -0.06
C -0.389 0.819 1.786 0.05 0.09 0.07
C -1.185 0.008 0.758 0.14 0.22 0.18
S -2.850 -0.125 1.407 0.34 0.34 -0.15
O -3.121 -1.512 1.710 -0.19 0.05 -0.04
O -3.739 0.670 0.599 -0.30 -0.34 0.07
C -2.533 0.738 2.942 0.13 0.07 0.43
H -0.661 1.284 3.906 -0.01 -0.04 -0.01
H -0.807 -0.431 3.502 -0.04 0.02 0.03
H -0.443 1.882 1.538 -0.03 -0.04 0.01
H 0.663 0.534 1.779 -0.05 -0.03 -0.06
H -1.214 0.503 -0.208 -0.19 -0.14 0.00
H -0.785 -0.996 0.649 -0.17 -0.01 0.06
H -3.132 0.303 3.741 -0.11 -0.03 -0.14
H -2.804 1.784 2.797 -0.03 -0.05 -0.07
C 3.602 -1.733 -2.368 0.00 -0.10 0.06
C 2.591 -2.701 -2.992 0.07 0.02 -0.10
C 1.355 -2.722 -2.085 0.10 -0.44 -0.25
S 1.299 -1.120 -1.280 0.29 0.11 -0.56
O 1.508 -1.310 0.135 -0.12 -0.01 0.08
O 0.187 -0.369 -1.795 -0.01 -0.07 0.17
C 2.807 -0.485 -1.996 0.44 -0.01 -0.12
H 4.415 -1.498 -3.055 -0.02 0.01 0.03
H 4.036 -2.181 -1.470 0.00 0.05 -0.01
H 2.311 -2.343 -3.986 0.00 0.01 0.05
H 3.008 -3.701 -3.110 -0.04 0.03 0.01
H 0.439 -2.869 -2.654 -0.07 0.10 0.18
H 1.439 -3.484 -1.311 -0.03 0.12 0.07
H 3.318 0.152 -1.277 -0.18 0.03 0.06
H 2.537 0.089 -2.883 -0.09 0.01 0.08
C 0.731 -3.258 5.731 -0.08 0.17 -0.13
C -0.100 -3.605 4.489 0.09 -0.20 0.14
C 0.766 -3.313 3.260 -0.49 0.11 0.00
S 2.465 -3.524 3.785 -0.36 -0.08 -0.02
O 3.132 -2.246 3.720 0.24 -0.18 -0.07
O 3.016 -4.707 3.162 0.24 0.18 -0.05
C 2.102 -3.885 5.498 -0.16 0.02 0.42
H 0.270 -3.634 6.645 0.02 0.00 -0.03
H 0.826 -2.172 5.822 0.07 -0.04 0.06
H -0.363 -4.669 4.511 0.23 0.72 0.07
H -1.032 -3.038 4.455 0.02 -0.04 -0.07
H 0.555 -4.002 2.444 0.13 0.09 -0.06
H 0.645 -2.285 2.917 0.20 -0.04 -0.08
H 2.880 -3.470 6.136 0.11 -0.02 -0.16
H 2.062 -4.969 5.607 0.03 0.03 -0.07
C -2.510 -9.030 2.253 0.08 0.00 -0.09
C -1.010 -9.194 2.517 -0.04 -0.09 0.04
C -0.396 -7.791 2.567 0.31 -0.38 -0.07
S -1.702 -6.692 3.117 -0.12 -0.33 0.02
O -2.019 -5.783 2.049 0.11 0.17 0.20
O -1.404 -6.227 4.453 -0.34 -0.37 -0.20
C -2.982 -7.937 3.206 -0.25 -0.34 -0.07
H -3.054 -9.961 2.414 0.00 0.04 -0.01
H -2.671 -8.718 1.218 -0.04 0.00 0.05
H -0.862 -9.695 3.478 -0.01 0.03 -0.03
H -0.530 -9.806 1.753 0.01 0.04 0.04
H 0.437 -7.738 3.266 -0.04 0.20 -0.04
H -0.073 -7.460 1.580 -0.08 0.12 0.06
H -3.939 -7.502 2.923 0.09 0.16 0.06
H -3.022 -8.300 4.233 0.03 0.08 -0.01



No. 3
16
Properties=species:S:1:pos:R:3:forces:R:3 method="wB97M-V/def2-TZVPD" homo_lumo_gap_ev=8.6437 lumo_energy_ev=-1.327 homo_energy_ev=-9.97
C 0.212 -1.403 0.845 -1.25 -4.12 3.92
C 1.719 -0.036 -0.303 3.67 2.05 0.71
C 0.352 0.597 -0.314 -3.28 -1.24 -1.70
C -0.157 1.840 -0.884 3.84 -2.23 0.79
C -1.498 1.955 -0.876 -3.70 0.36 -2.15
C -2.424 0.955 -0.522 -1.92 -1.64 0.02
C -2.066 -0.243 0.107 1.02 -1.91 0.96
C -0.666 -0.551 0.081 0.87 5.65 0.29
H 2.349 -1.491 1.176 -2.98 -0.01 -4.42
H 0.557 2.558 -1.411 -1.20 -0.93 1.14
H -2.001 2.734 -1.487 0.73 -0.04 0.71
H -3.548 0.864 -0.851 2.22 1.46 0.80
H -2.863 -0.983 0.630 2.08 1.77 -1.70
N 1.493 -1.375 0.135 2.97 -0.43 6.49
O -0.120 -2.054 1.950 2.43 3.27 -5.96
O 2.899 0.462 -0.425 -5.49 -2.02 0.10



No. 4
63
Properties=species:S:1:pos:R:3:forces:R:3 method="wB97M-V/def2-TZVPD" s_squared=0.790 charge=-2 homo_lumo_gap_ev="5.4500 / 5.1204" lumo_energy_ev="2.999 / 3.000" homo_energy_ev="-2.45 / -2.12" multiplicity=2
Mn -0.537 0.385 0.721 0.44 -0.20 -0.16
O -4.566 0.778 0.331 0.00 0.00 -0.02
C -3.349 0.844 0.401 0.00 -0.02 0.00
N -2.464 0.033 1.030 0.00 0.08 0.13
C -2.811 -1.078 1.742 0.00 0.01 0.01
O -3.913 -1.471 2.080 -0.01 -0.02 -0.03
C -1.571 -1.852 2.145 0.00 0.02 0.05
C -1.684 -3.040 2.844 0.00 0.02 0.01
C -0.529 -3.717 3.192 0.00 -0.01 0.00
C 0.698 -3.175 2.840 0.00 0.00 0.01
C 0.725 -1.978 2.144 -0.01 -0.01 0.00
N -0.387 -1.333 1.799 0.01 -0.04 -0.10
C -2.634 1.992 -0.308 -0.01 0.05 0.08
C -3.370 2.944 -0.993 0.00 0.01 0.02
C -2.701 4.004 -1.582 -0.01 0.00 0.00
C -1.323 4.079 -1.461 0.00 0.00 0.00
C -0.656 3.080 -0.770 -0.01 -0.03 -0.05
N -1.299 2.055 -0.215 -0.02 -0.07 -0.08
H -2.674 -3.397 3.085 0.00 0.00 0.00
H -0.581 -4.655 3.731 0.00 0.00 0.01
H 1.627 -3.668 3.091 0.00 0.00 0.00
H 1.650 -1.511 1.828 0.00 -0.02 -0.02
H -4.443 2.825 -1.034 0.00 0.00 0.01
H -3.249 4.767 -2.123 0.00 0.00 0.00
H -0.761 4.894 -1.897 0.00 0.00 0.00
H 0.420 3.067 -0.660 0.02 -0.01 0.00
F 5.924 3.104 3.608 -0.01 -0.01 0.00
C 5.042 2.542 2.762 0.00 0.00 0.00
C 3.919 3.236 2.353 -0.01 0.03 0.02
F 3.720 4.484 2.801 0.01 -0.02 -0.02
C 3.026 2.647 1.475 -0.01 0.01 -0.03
F 1.986 3.397 1.094 -0.01 0.00 -0.02
C 3.195 1.361 0.966 -0.01 -0.04 0.10
Se 1.976 0.549 -0.250 -0.14 0.08 0.03
C 4.342 0.701 1.404 -0.03 -0.01 0.02
F 4.612 -0.547 0.988 0.00 -0.01 0.00
C 5.251 1.265 2.279 0.01 0.00 0.01
F 6.343 0.581 2.671 0.00 0.00 0.00
O -1.559 -2.594 -0.744 -0.03 0.01 -0.01
C -1.001 -1.729 -1.413 0.04 -0.02 0.04
O -0.623 -0.565 -1.093 -0.07 0.09 -0.03
C -0.687 -2.073 -2.874 0.00 0.01 0.00
C -1.201 -3.239 -3.420 0.03 -0.01 0.00
C -0.915 -3.548 -4.739 -0.02 0.01 -0.01
C -0.128 -2.744 -5.540 -0.01 0.01 0.02
C 0.370 -1.594 -4.961 0.04 -0.02 0.00
C 0.109 -1.237 -3.648 -0.01 -0.01 -0.01
N 1.205 -0.712 -5.800 -0.15 0.07 -0.07
O 1.577 0.337 -5.324 0.05 -0.02 0.03
O 1.448 -1.079 -6.938 0.06 -0.03 0.03
N -1.462 -4.784 -5.327 0.06 -0.05 0.01
O -2.110 -5.517 -4.610 -0.03 0.02 -0.01
O -1.225 -5.009 -6.501 -0.02 0.01 -0.01
H -1.809 -3.882 -2.799 0.00 0.00 0.00
H 0.086 -2.999 -6.564 0.00 0.00 0.00
H 0.514 -0.333 -3.212 -0.01 0.00 0.00
O -0.112 1.492 2.352 -0.17 0.15 0.10
N -0.283 1.056 3.533 -0.09 -0.07 -0.09
C -0.250 1.967 4.486 0.11 0.03 0.09
C -0.397 1.529 5.836 -0.02 0.00 -0.02
N -0.511 1.212 6.938 0.01 0.00 0.01
C -0.066 3.365 4.229 0.03 -0.05 -0.12
N 0.075 4.489 4.022 -0.02 0.02 0.07



No. 5
130
Properties=species:S:1:pos:R:3:forces:R:3 method="wB97M-V/def2-TZVPD" charge=+1 homo_lumo_gap_ev=7.3144 lumo_energy_ev=-3.633 homo_energy_ev=-10.95
Ta 0.252 0.333 0.343 -0.35 0.82 0.06
C 4.995 2.786 2.207 0.02 -0.02 0.05
C 4.031 1.624 2.497 -0.10 0.16 -0.25
C 4.247 0.549 1.454 -0.13 -0.06 0.18
C 2.638 2.189 2.657 -0.06 -0.16 -0.01
C 2.379 3.056 3.730 0.12 -0.03 0.04
C 1.082 3.455 3.579 -0.01 0.04 0.08
N 0.596 2.859 2.487 0.15 -0.02 -0.09
N 1.529 2.064 1.900 -0.24 -0.12 -0.11
B -0.784 3.091 1.925 0.05 0.19 0.21
N -0.696 3.282 0.418 0.02 0.06 -0.14
C -1.078 4.401 -0.200 -0.07 0.02 0.02
C -0.733 4.314 -1.525 -0.02 0.02 -0.17
C -0.129 3.069 -1.667 0.01 -0.05 0.14
N -0.078 2.451 -0.465 -0.38 -0.29 -0.27
C 0.363 2.532 -2.978 -0.07 0.03 0.04
C 1.434 3.460 -3.568 0.05 -0.02 0.10
C -0.792 2.397 -3.976 0.09 0.02 -0.03
N -1.736 1.970 2.359 -0.10 -0.10 0.02
C -2.758 2.193 3.182 -0.14 0.05 -0.01
C -3.393 1.004 3.410 -0.03 -0.13 0.12
C -2.689 0.036 2.677 0.04 -0.06 -0.18
N -1.647 0.647 2.043 0.11 0.26 -0.33
C -3.282 -1.375 2.613 0.25 0.05 0.12
C -3.651 -1.871 4.021 -0.06 0.06 0.01
C -2.548 -2.495 1.898 0.03 0.02 -0.04
H 6.018 2.413 2.134 -0.02 0.01 0.00
H 4.965 3.548 2.986 0.00 0.00 -0.03
H 4.728 3.255 1.257 0.00 0.00 0.03
H 4.286 1.201 3.472 0.00 0.01 0.05
H 4.186 0.974 0.460 0.12 -0.01 -0.06
H 3.544 -0.273 1.540 0.06 0.05 -0.04
H 5.250 0.137 1.572 0.00 0.02 0.00
H 3.075 3.355 4.496 -0.01 -0.01 -0.04
H 0.470 4.125 4.161 0.01 0.00 -0.07
H -1.235 4.106 2.382 0.01 -0.08 0.01
H -1.560 5.191 0.352 0.04 -0.04 0.02
H -0.903 5.049 -2.294 0.05 -0.04 0.03
H 0.783 1.545 -2.803 0.09 -0.04 -0.04
H 0.969 4.378 -3.936 0.02 -0.03 0.00
H 1.943 2.980 -4.405 -0.04 0.02 -0.02
H 2.171 3.740 -2.818 0.01 0.00 -0.03
H -1.225 3.375 -4.197 0.03 -0.04 -0.01
H -1.587 1.771 -3.581 -0.12 0.11 -0.03
H -0.428 1.968 -4.913 -0.01 0.03 0.03
H -2.970 3.185 3.547 0.04 0.00 -0.04
H -4.264 0.847 4.021 0.02 0.01 -0.04
H -4.217 -1.224 2.075 -0.02 0.00 0.01
H -2.769 -2.236 4.548 -0.03 0.02 -0.01
H -4.353 -2.701 3.937 0.04 -0.01 0.00
H -4.119 -1.104 4.634 -0.01 -0.06 0.02
H -1.575 -2.678 2.342 -0.03 -0.10 0.07
H -2.422 -2.284 0.844 -0.01 -0.03 -0.02
H -3.131 -3.413 1.997 0.00 0.02 0.01
O 0.909 -0.288 2.394 0.22 -0.48 -0.60
S 1.146 -1.720 2.048 0.21 0.24 0.04
O 2.460 -2.123 1.666 -0.01 -0.30 -0.03
N 0.114 -1.714 0.785 0.54 -0.23 0.36
C -0.068 -2.859 -0.016 0.03 0.45 0.22
C 0.116 -4.149 0.374 -0.02 -0.25 0.17
C -0.121 -5.209 -0.531 0.07 0.07 0.02
C -0.522 -4.952 -1.808 -0.05 0.07 -0.02
C -0.708 -3.611 -2.229 -0.08 -0.15 -0.15
C -1.097 -3.261 -3.542 -0.03 -0.10 -0.01
C -1.240 -1.948 -3.875 0.03 0.02 0.00
C -0.984 -0.972 -2.895 0.00 0.10 -0.03
N -0.608 -1.259 -1.674 0.54 0.40 0.45
C -0.478 -2.569 -1.323 -0.28 0.10 -0.31
C 0.753 -2.626 3.482 -0.24 0.02 0.18
C 1.451 -3.804 3.731 -0.06 -0.03 -0.06
C 1.211 -4.478 4.914 -0.03 -0.01 0.07
C 0.319 -3.955 5.844 0.01 0.01 -0.03
C -0.330 -2.750 5.603 0.01 -0.03 0.02
C -0.123 -2.074 4.412 0.10 -0.04 -0.02
H 0.439 -4.380 1.380 -0.04 -0.01 -0.02
H 0.028 -6.227 -0.198 0.00 0.01 0.00
H -0.705 -5.756 -2.510 0.01 0.01 0.01
H -1.279 -4.047 -4.266 0.01 0.02 0.00
H -1.528 -1.642 -4.872 -0.02 0.02 0.03
H -1.100 0.077 -3.129 0.04 -0.03 -0.01
H 2.183 -4.164 3.020 -0.05 0.01 0.00
H 1.736 -5.402 5.120 -0.01 0.02 0.01
H 0.140 -4.483 6.771 0.02 0.02 0.00
H -0.993 -2.330 6.349 -0.01 -0.02 -0.01
H -0.605 -1.125 4.215 0.00 -0.02 -0.02
C 5.513 -1.445 -0.944 -0.04 -0.06 -0.02
C 4.678 -1.840 -2.153 0.09 0.06 0.09
C 3.648 -0.781 -2.596 -0.10 0.01 0.00
C 3.062 -1.238 -3.952 -0.16 0.08 0.02
C 1.992 -0.316 -4.522 0.12 0.01 -0.01
C 4.347 0.531 -2.818 0.13 0.03 -0.05
O 5.263 0.665 -3.595 -0.02 0.02 0.03
N 3.897 1.591 -2.066 -0.05 -0.11 -0.06
C 2.812 1.654 -1.198 -0.06 -0.41 -0.05
O 2.602 2.693 -0.629 -0.02 0.11 0.05
N 2.034 0.486 -1.041 -0.08 -0.24 0.41
C 2.519 -0.717 -1.567 0.07 0.46 -0.15
O 1.999 -1.762 -1.245 0.06 -0.09 0.10
H 6.214 -2.243 -0.698 0.00 0.02 0.00
H 4.879 -1.283 -0.072 0.04 -0.04 -0.04
H 6.098 -0.542 -1.132 -0.03 0.00 0.03
H 4.118 -2.746 -1.923 -0.01 -0.04 -0.11
H 5.323 -2.036 -3.009 0.01 -0.01 -0.01
H 2.662 -2.243 -3.806 0.02 -0.02 -0.02
H 3.898 -1.292 -4.648 0.02 -0.08 0.02
H 1.143 -0.233 -3.845 0.01 0.02 -0.03
H 1.624 -0.699 -5.475 0.00 0.01 0.02
H 2.389 0.687 -4.701 -0.03 -0.02 -0.01
H 4.405 2.459 -2.166 -0.03 0.03 0.02
C -4.488 -0.921 -2.006 0.07 -0.04 0.00
C -4.204 0.031 -0.853 0.10 0.00 -0.19
C -5.347 -0.036 0.141 -0.05 0.00 0.05
O -2.981 -0.430 -0.217 0.09 0.05 -0.08
B -1.952 0.442 -0.494 -0.55 -0.01 0.62
O -2.396 1.516 -1.217 0.16 -0.19 -0.25
C -3.843 1.490 -1.301 -0.10 -0.06 0.05
C -4.339 2.565 -0.346 0.10 0.07 0.07
C -4.251 1.846 -2.717 0.01 0.03 -0.02
H -4.594 -1.931 -1.607 -0.01 0.02 -0.01
H -3.667 -0.931 -2.724 -0.05 0.00 -0.02
H -5.409 -0.652 -2.524 0.03 -0.02 0.00
H -5.560 -1.078 0.385 -0.03 0.03 -0.03
H -6.247 0.399 -0.297 0.01 -0.04 0.02
H -5.116 0.499 1.061 -0.02 0.01 -0.04
H -4.010 2.370 0.677 -0.03 0.00 -0.05
H -5.427 2.641 -0.366 0.03 0.00 0.03
H -3.919 3.524 -0.657 -0.03 -0.04 0.01
H -3.889 1.126 -3.451 -0.02 0.02 0.02
H -3.837 2.824 -2.967 -0.05 0.00 0.01
H -5.339 1.905 -2.793 0.04 -0.02 -0.03



Energy above the lowest of the compared OMol25 structures with the same formula, charge and spin for every record listed, in sequence, given in kJ/mol: 3.7 160.9 337.1 0.0 335.2.